Record 1
Below is a structure of composition C16H16BrF5NO2PdSSbSe5Si, with properties calculated with the ωB97M-V functional and the def2-TZVPD basis.

Cartesian coordinates (Å):
H: -0.655336 -2.702010 -4.897985
Sb: -0.114743 -4.919526 0.803502
F: 5.740019 0.440589 1.449064
N: -1.740395 -0.689512 -2.442296
H: -2.505970 5.280683 0.726217
Se: 1.991924 -6.174161 1.198638
H: 1.153057 -0.324524 5.068228
C: -3.517095 2.632044 -0.733529
H: -3.985988 1.654881 -0.609446
C: 4.976495 0.665213 0.371931
H: -3.188607 2.717699 -1.772497
H: -3.591036 2.572677 2.364866
F: 3.645674 -1.196052 0.813762
H: -0.810226 4.930290 1.129936
Si: -2.067307 2.879145 0.432360
C: 3.925947 -0.168706 0.043181
H: -2.330767 1.325622 2.358594
H: -0.771470 -0.309013 -4.209648
F: 4.890330 2.974856 -2.391537
Br: -2.736919 -1.036698 0.081628
C: 4.544675 1.959085 -1.578400
Se: -0.305004 1.752747 -0.385122
C: -1.615405 4.707849 0.425975
C: -2.250681 -1.613596 -1.670229
F: 6.296857 2.545966 -0.135753
Se: -1.119042 -5.655348 2.934767
F: 2.868817 1.323899 -3.069434
H: -2.757060 -3.670338 -1.282950
C: -1.728088 -3.373082 -3.148802
S: 1.733540 -0.971114 -1.443739
O: 1.476064 -0.381966 2.496970
C: 0.373194 -0.457471 3.062937
H: -0.638166 -0.395839 4.951568
Pd: 0.368167 -0.387607 0.294631
C: 3.497617 1.118305 -1.915259
Se: 0.279714 -2.481791 0.453590
C: 5.269444 1.738817 -0.440013
C: -2.324044 -2.960477 -1.969218
O: -0.733782 -0.347713 2.426895
H: -1.312733 5.042721 -0.569660
C: -1.162365 -2.419848 -3.982336
Se: -1.222793 -6.295125 -0.913460
C: -1.210861 -1.091079 -3.601387
H: -1.672885 -4.431300 -3.359102
H: 0.328913 -1.849357 4.655411
C: 3.142463 0.056510 -1.099932
H: -4.276947 3.406911 -0.546453
H: -1.937047 2.956491 2.899134
C: 0.304638 -0.763202 4.548150
C: -2.524789 2.383454 2.176252

Cartesian forces (eV/Å) of the 2 atoms listed first:
H -0.1 0.0 0.0
Sb -1.0 -2.7 -0.2

Values from the calculation:
charge: -2
relative energy (zero: lowest compared OMol25 entry of this formula, charge and spin): 2.180 eV
E_HOMO (alpha / beta): -1.620 / -2.227 eV
frontier orbital gap (alpha / beta): 5.737 / 4.896 eV
<S²>: 6.053
multiplicity: 5
strongest force on any atom: 5.2 eV/Å

Here are the natural (NBO) charges for atoms 1 to 6, given in e: H 0.21; Sb 0.92; F -0.31; N -0.46; H 0.22; Se -0.41

=====

Record 2
Below is a structure of composition C16H16Cl3F5ORu, with properties calculated with the ωB97M-V functional and the def2-TZVPD basis.

Cartesian coordinates (Å):
F: -2.230163 -0.589282 3.310710
H: 3.241131 0.219178 -1.168620
H: 0.594853 2.770412 -0.534405
C: -0.122146 0.349081 2.465056
H: 0.451718 -2.654082 -3.907295
Cl: -1.956848 -2.292011 0.155755
H: 1.642158 -2.913456 -2.611077
C: -0.486767 -0.376804 4.811578
C: 1.306234 -0.380718 -1.681165
C: 1.777847 -0.187391 3.984758
Ru: -0.936760 -0.289308 0.116345
C: -0.961139 -0.179587 3.516901
C: -0.915074 -0.647856 -2.331050
H: -2.693497 1.540940 -1.984938
Cl: 0.870811 -1.788894 0.959351
C: -0.797837 0.684950 -1.681012
H: -0.104194 -3.357106 -2.366162
H: 3.022985 -1.553614 -1.249684
C: 0.619731 0.797745 -1.269835
H: -2.953100 -0.489957 -2.876705
H: 2.187139 1.979676 -0.501105
C: 0.356623 -1.283633 -2.275055
C: 0.594281 -2.640695 -2.800127
H: -2.342023 -2.164752 -2.552470
F: 3.131186 -0.186959 4.157562
F: -1.371863 -0.376079 5.851369
O: -0.425805 1.490397 1.509437
H: -1.408497 2.157775 -3.049419
C: 1.257308 2.091534 -1.042900
C: 2.747920 -0.577593 -1.691386
Cl: -2.929142 0.764908 0.513536
C: 0.886970 -0.453718 5.037998
H: 3.121831 -0.580974 -2.715690
H: 1.526172 2.579918 -1.987222
C: 1.292022 0.185852 2.775792
C: -2.131468 -1.179235 -3.002369
F: 1.367620 -0.619272 6.277476
H: -1.934005 -1.313609 -4.067803
H: -1.479280 2.646104 -1.341752
H: 0.380220 1.970734 1.239776
C: -1.651002 1.822063 -2.025769
F: 2.195749 0.470017 1.802214

Cartesian forces (eV/Å) of the 2 atoms listed first:
F -0.7 0.0 -0.3
H 0.4 0.2 0.4

Values from the calculation:
charge: -2
relative energy (zero: lowest compared OMol25 entry of this formula, charge and spin): 0.000 eV
E_HOMO (alpha / beta): 1.233 / -1.091 eV
frontier orbital gap (alpha / beta): 4.059 / 6.290 eV
<S²>: 6.046
multiplicity: 5
strongest force on any atom: 3.1 eV/Å

Here are the natural (NBO) charges for atoms 1 to 6, given in e: F -0.33; H 0.21; H 0.20; C 0.00; H 0.18; Cl -0.49

=====

Record 3
Below is the molecule C16H16ClN3O3, with properties calculated with the ωB97M-V functional and the def2-TZVPD basis.

Cartesian coordinates (Å):
O: -0.326656 -3.786060 0.942132
C: -2.034524 -0.125025 -1.648793
H: 1.461090 -0.569896 4.032964
N: 0.650231 0.260857 2.310092
H: -3.224821 2.846571 0.549165
C: 1.540093 -0.680380 2.950014
C: -1.374543 1.805733 0.873908
H: -1.393035 -1.962106 -0.776516
C: 0.216074 -0.967283 -1.792619
C: -0.370513 1.158894 -2.792848
C: 0.478294 2.828248 -0.225664
H: -1.825901 1.016046 1.458869
O: 1.201027 -1.885383 -1.598930
C: -0.011653 1.810563 0.595051
C: 0.548535 -3.110311 0.438382
O: 1.965258 0.499090 0.499727
N: 1.371373 -2.304894 1.126327
H: 2.006179 -1.691821 0.627540
H: -0.220321 0.482929 2.762250
H: -0.072056 2.035016 -3.345744
H: 1.719827 -3.778481 -1.226773
C: 0.567597 0.187034 -2.503595
H: -2.136594 4.602181 -0.854144
H: 2.556004 -0.424041 2.633579
H: -0.010460 -3.577313 -1.592282
C: 0.845587 -3.139341 -1.065807
C: -1.094965 -1.099255 -1.351136
N: -0.271257 3.793025 -0.717692
C: 0.949772 0.796019 1.101831
H: -2.417400 1.746653 -2.616702
C: -1.561213 3.790476 -0.428855
C: -2.163864 2.818211 0.355651
H: 0.234415 -2.427905 2.835044
H: -3.051132 -0.254232 -1.309014
C: -1.681647 0.995124 -2.376734
C: 1.249834 -2.129131 2.554935
H: 1.529243 2.852692 -0.479692
H: 1.956273 -2.786762 3.076160
Cl: 2.195850 0.374259 -3.020079

Cartesian forces (eV/Å) of the 2 atoms listed first:
O -0.2 -0.3 0.0
C 0.0 0.1 -0.1

Values from the calculation:
relative energy (zero: lowest compared OMol25 entry of this formula, charge and spin): 0.136 eV
E_HOMO: -8.575 eV
frontier orbital gap: 8.949 eV
structure (SMILES): O=C(COc1ccccc1Cl)NCCNC(=O)c1cccnc1
strongest force on any atom: 0.6 eV/Å

Here are the natural (NBO) charges for atoms 1 to 6, given in e: O -0.63; C -0.21; H 0.21; N -0.61; H 0.22; C -0.23

=====

Record 4
Below is a structure of composition C16H16ClN4O2ReS2Se, with properties calculated with the ωB97M-V functional and the def2-TZVPD basis.

Cartesian coordinates (Å):
H: -1.891506 0.825805 2.203570
O: -1.457883 2.183484 -0.907622
C: -3.123878 0.541834 -2.310340
C: -3.435771 2.688876 -4.072349
H: 3.349038 -5.509921 -0.385388
H: -0.502849 -0.317227 -2.724580
C: -0.601892 0.728839 -2.393093
O: 0.321527 -0.550853 -1.163009
H: 4.732199 -4.464896 -0.780624
C: 3.671019 -3.905653 0.983856
N: 0.175805 0.795115 1.811561
H: -1.572214 2.472034 -1.839541
Cl: -6.157896 2.552350 -4.035921
H: -2.093794 2.741841 -0.393741
H: -3.556272 3.519969 -4.755245
Se: -0.988085 2.778160 1.227710
C: 2.372110 -2.052918 1.311229
C: 1.102613 0.787599 3.950385
C: -4.552037 2.033168 -3.567195
C: 3.501441 -2.896333 3.090599
S: 1.304310 -0.875968 0.657247
H: 1.833277 0.779268 4.743220
H: 0.177992 1.339626 -2.885399
C: -0.887110 0.812629 2.592451
S: -0.582813 0.810275 4.278165
H: 3.731767 -2.810303 4.147395
C: -2.152914 2.276676 -3.700617
C: -4.395354 0.958478 -2.685761
H: 4.857981 -5.648062 0.530180
H: -3.016319 -0.290840 -1.627392
Re: -0.214829 0.793742 -0.218096
N: -1.898473 5.124899 2.934666
H: -5.264672 0.447421 -2.292650
C: 4.184336 -4.943948 0.034669
H: -1.292243 2.796671 -4.102757
N: 2.670981 -1.964526 2.620275
C: 1.313931 0.781141 2.600978
H: 2.283550 0.766672 2.126241
C: -1.551901 4.231057 2.284299
C: -1.985138 1.196770 -2.811906
N: 2.840970 -2.991225 0.468586
C: 4.040866 -3.902881 2.317882
H: 4.710131 -4.638863 2.738049

Cartesian forces (eV/Å) of the 2 atoms listed first:
H 0.1 -0.6 0.4
O -3.1 3.1 -2.0

Values from the calculation:
charge: -1
relative energy (zero: lowest compared OMol25 entry of this formula, charge and spin): 14.458 eV
E_HOMO (alpha / beta): -3.568 / -3.605 eV
frontier orbital gap (alpha / beta): 6.170 / 6.194 eV
<S²>: 1.169
multiplicity: 2
strongest force on any atom: 9.3 eV/Å

Here are the natural (NBO) charges for atoms 1 to 6, given in e: H 0.26; O -0.92; C -0.20; C -0.22; H 0.23; H 0.24

=====

Record 5
Below is a structure of composition C16H16CrN2O2S, with properties calculated with the ωB97M-V functional and the def2-TZVPD basis.

Cartesian coordinates (Å):
H: -3.604362 -1.051071 -2.323490
C: 1.399548 5.535809 2.061728
H: -3.358850 -2.493545 -1.323216
H: -4.942611 -1.662728 -1.303047
H: -1.155384 3.513145 1.138699
C: 0.603614 1.555691 0.742805
C: 1.936094 -1.454615 -0.031479
H: 3.619446 -3.418197 -0.284830
H: 3.462214 4.944405 2.128562
C: -3.866021 -1.533554 -1.383768
H: 3.004602 2.629087 1.361242
C: -0.147759 3.839234 1.355521
C: 0.101822 5.136616 1.781287
C: 1.133068 -5.328108 -1.532458
C: -3.719460 1.120094 -0.494048
O: -0.646941 1.232607 0.541181
H: 1.596802 6.545633 2.397912
C: 0.897297 2.937255 1.203627
C: 2.447875 4.635437 1.911351
C: 2.200251 3.341444 1.483869
H: -3.495207 1.268361 -1.548685
N: 1.106163 -0.490467 0.099478
C: 0.093916 -4.430312 -1.453914
Cr: -0.831994 -0.583372 -0.098849
C: 1.590854 -2.773171 -0.521671
H: -4.775505 1.292098 -0.300692
S: -3.259515 -0.552554 -0.005379
H: -3.106912 1.792536 0.102283
C: 2.629311 -3.715926 -0.613132
H: -0.901129 -4.696646 -1.787270
H: 2.974007 -1.251166 0.229322
H: 3.230687 -5.695471 -1.157416
H: -0.717465 5.834647 1.895025
N: 1.604141 0.741456 0.555304
C: 0.280885 -3.136973 -0.933019
C: 2.419724 -4.982414 -1.102681
O: -0.753666 -2.328204 -0.854255
H: 0.950461 -6.317061 -1.935897

Cartesian forces (eV/Å) of the 2 atoms listed first:
H 0.0 0.0 0.0
C 0.0 0.0 0.0

Values from the calculation:
relative energy (zero: lowest compared OMol25 entry of this formula, charge and spin): 0.000 eV
E_HOMO (alpha / beta): -7.595 / -7.813 eV
frontier orbital gap (alpha / beta): 7.887 / 7.921 eV
<S²>: 6.017
multiplicity: 5
strongest force on any atom: 0.7 eV/Å

Here are the natural (NBO) charges for atoms 1 to 6, given in e: H 0.22; C -0.20; H 0.26; H 0.22; H 0.22; C 0.54

=====

Record 6
Below is a structure of composition C16H16F2N3O3RuS3, with properties calculated with the ωB97M-V functional and the def2-TZVPD basis.

Cartesian coordinates (Å):
C: 3.588369 -3.176812 3.436944
H: 4.044008 -7.446581 2.622082
S: -3.350819 2.555111 -0.106983
N: -2.494381 0.072511 0.196597
C: -4.861564 1.574559 -0.134111
C: 2.322518 -2.999748 2.895983
C: -2.155366 1.314396 0.055952
S: -0.491505 1.871236 0.048163
F: -1.769623 0.278230 3.224274
C: 2.641340 -3.108361 -1.024509
N: -1.342913 -0.674460 0.260217
H: 5.532850 -6.530381 2.396043
C: 3.740797 -5.336542 2.361774
C: 2.319928 -1.961877 -0.317525
C: 4.492491 -6.609204 2.084402
H: 0.752215 -3.844251 1.715972
C: 4.292857 -4.336175 3.158475
H: -0.527875 -4.078780 -1.708751
O: 1.502607 -1.358567 4.684311
H: -4.793003 0.803056 -0.896039
C: 2.461866 -5.145129 1.847333
H: 3.079085 -1.337305 0.136072
H: 2.010780 -5.920175 1.237729
C: 1.752132 -3.982931 2.104405
H: -1.003502 1.999057 2.588414
O: 2.094379 -0.406534 2.482046
H: 5.282647 -4.472809 3.576721
F: 0.168319 1.074754 3.885484
C: 1.611925 -3.886943 -1.531800
N: 1.062557 -1.569360 -0.141369
H: -5.664362 2.269161 -0.373691
S: 1.465070 -1.495395 3.267338
C: 0.299891 -3.495187 -1.329092
O: 0.108102 -1.666124 2.620027
H: -5.042401 1.117864 0.835285
C: 0.055724 -2.319007 -0.631755
H: 4.011360 -2.412612 4.076052
C: -1.266668 -1.741630 -0.449842
H: 4.472055 -6.854691 1.021864
Ru: 0.244212 -0.026569 1.245321
H: -2.142846 -2.102817 -0.973765
H: 3.676663 -3.387316 -1.156448
H: 1.830573 -4.794912 -2.078055
C: -0.668888 0.985332 2.806912

Cartesian forces (eV/Å) of the 2 atoms listed first:
C 0.0 0.0 0.0
H 0.0 0.0 0.0

Values from the calculation:
relative energy (zero: lowest compared OMol25 entry of this formula, charge and spin): 0.260 eV
E_HOMO (alpha / beta): -8.388 / -8.329 eV
frontier orbital gap (alpha / beta): 7.319 / 7.001 eV
<S²>: 0.758
multiplicity: 2
strongest force on any atom: 1.0 eV/Å

Here are the natural (NBO) charges for atoms 1 to 6, given in e: C -0.20; H 0.23; S 0.35; N -0.39; C -0.75; C -0.27

=====

| no. | electronic energy (eV) |
| --- | --- |
| 1 | -461529.865 |
| 2 | -72633.016 |
| 3 | -39987.950 |
| 4 | -128564.921 |
| 5 | -63185.175 |
| 6 | -67986.432 |